The following is a quantum chemistry calculation of C20H16CdF5I2N3O3Te as an isolated structure, from the OMol25 dataset.

XYZ file:
```
51
Properties=species:S:1:pos:R:3:forces:R:3:lowdin_charge:R:1
Cd 1.1246 0.4724 0.5742 -0.51 -0.40 -0.72 1.404
I 1.7537 -1.4912 5.2526 0.21 0.04 -0.05 0.902
C 3.1621 -1.0992 3.7587 -0.51 -0.02 -0.10 -0.643
C 4.5283 -1.1886 4.0288 0.22 0.03 -0.08 -0.224
C 5.4511 -0.9554 3.0439 0.40 -0.08 0.28 -0.659
I 7.4948 -1.1186 3.5287 -0.25 0.03 -0.03 0.888
C 5.0428 -0.6315 1.7340 -0.35 0.01 -0.15 -0.211
C 5.9071 -0.3799 0.6483 0.00 0.03 -0.09 -0.032
C 5.3997 -0.1049 -0.5916 0.10 -0.03 0.01 -0.040
C 4.0127 -0.0439 -0.7612 -0.16 0.01 0.06 -0.127
N 3.1740 -0.2442 0.2303 0.84 -0.26 -0.01 -0.006
C 3.6494 -0.5455 1.4703 0.22 -0.08 0.09 -0.172
C 2.6604 -0.7582 2.5059 0.10 -0.20 0.32 -0.485
O 1.3909 -0.6494 2.2628 0.41 -0.49 0.83 -0.271
H 4.8554 -1.4348 5.0294 -0.02 -0.03 0.00 0.079
H 6.9772 -0.3990 0.8052 -0.01 -0.05 0.02 0.061
H 6.0502 0.0786 -1.4349 0.00 0.01 0.01 0.108
H 3.5804 0.1877 -1.7273 0.00 0.07 0.02 0.112
C -4.1157 -1.6715 -2.9240 -0.05 -0.19 -0.06 0.008
N -2.9708 -0.8371 -2.6116 -0.07 0.23 -0.12 -0.061
N -2.6502 -0.5121 -1.3087 0.21 -0.22 0.13 0.061
C -1.3251 -0.1547 -1.2445 -0.08 0.02 -0.03 -0.396
O -0.8103 0.2420 -0.1752 -0.92 -0.22 -0.38 -0.117
C -0.8141 -0.3020 -2.5623 0.08 -0.03 -0.07 0.069
C -1.8409 -0.7412 -3.3524 -0.02 0.12 0.13 -0.256
C -1.8542 -1.0976 -4.7951 -0.04 -0.05 0.00 -0.003
C -3.6271 -0.2667 -0.3076 -0.17 0.10 0.07 -0.193
C -4.7904 0.4259 -0.6249 0.07 0.02 -0.04 -0.026
C -5.7236 0.6804 0.3664 -0.03 -0.01 0.00 -0.072
C -5.4881 0.2639 1.6681 -0.02 0.01 0.03 -0.077
C -4.3158 -0.4089 1.9788 0.01 -0.01 0.01 -0.058
C -3.3816 -0.6854 0.9936 0.02 -0.03 -0.08 0.003
H -4.7108 -1.8085 -2.0273 -0.01 0.03 0.01 0.092
H -3.7953 -2.6518 -3.2808 0.03 0.01 0.04 0.098
H -4.7366 -1.2038 -3.6874 0.02 0.05 0.03 0.099
H 0.1890 -0.0624 -2.8704 -0.01 -0.01 -0.01 0.118
H -0.9138 -0.8090 -5.2562 0.01 -0.01 0.00 0.089
H -2.6697 -0.5901 -5.3112 0.02 0.01 -0.02 0.092
H -1.9904 -2.1724 -4.9319 0.02 0.00 0.00 0.090
H -4.9533 0.7813 -1.6347 0.02 -0.01 0.00 0.118
H -6.6280 1.2214 0.1221 0.00 -0.01 0.00 0.107
H -6.2144 0.4724 2.4422 0.01 0.00 0.00 0.107
H -4.1214 -0.7241 2.9951 0.00 0.00 0.00 0.112
H -2.4626 -1.2007 1.2317 0.01 -0.01 -0.01 0.122
F 2.7691 2.3647 1.8008 -0.39 0.07 -0.66 -0.390
Te 1.4917 3.3878 0.8171 0.60 3.39 2.81 1.752
F 2.8599 4.5238 0.2138 -0.47 -0.48 -0.12 -0.371
F 1.5751 4.4767 2.3500 -0.09 -0.32 -0.46 -0.364
F 0.1525 4.5987 0.3073 0.39 -0.52 -0.22 -0.370
F 0.1908 2.4416 1.8570 0.31 0.01 -0.69 -0.419
O 1.4614 2.3251 -0.5954 -0.15 -0.54 -0.70 -0.647
```
Positions in Å, forces in eV/Å.

Its electronic energy is -73259.7292 eV.